{
  "formula": "C2H2S3",
  "method": "the ωB97M-V functional and the def2-TZVPD basis",
  "elements": ["C", "C", "S", "S", "S", "H", "H"],
  "positions_angstrom": [[0.99026, -0.65523, -0.59670], [-0.51478, -0.03257, 0.06633], [2.08368, -0.82885, 0.61883], [-1.59650, -1.07471, 0.62465], [-0.51584, 1.69388, 0.06876], [1.11950, -0.87361, -1.55856], [-1.56633, 1.77109, 0.77670]],
  "multiplicity": 3,
  "homo_energy_ev": [-7.3, -9.0],
  "charge": 0,
  "s2": 2.009,
  "homo_lumo_gap_ev": [6.8, 6.4]
}

{
  "formula": "C18H19BN2O4S",
  "method": "the ωB97M-V functional and the def2-TZVPD basis",
  "elements": ["C", "N", "C", "C", "C", "C", "C", "C", "C", "S", "O", "O", "N", "C", "C", "C", "C", "C", "B", "O", "O", "C", "C", "C", "C", "C", "H", "H", "H", "H", "H", "H", "H", "H", "H", "H", "H", "H", "H", "H", "H", "H", "H", "H", "H"],
  "positions_angstrom": [[3.40413, 2.82203, 4.85896], [2.22183, 2.64023, 4.02344], [1.32041, 3.78157, 3.95922], [1.88260, 1.36763, 3.52325], [1.89101, 0.24685, 4.32501], [1.46355, -0.96734, 3.80179], [1.05098, -1.04993, 2.49997], [1.07817, 0.04272, 1.59250], [0.81292, -0.06206, 0.18229], [0.45049, -1.57935, -0.63148], [-0.09425, -2.65563, 0.26420], [1.60256, -1.79415, -1.55645], [-0.95801, -1.03419, -1.41978], [-1.30994, -1.58643, -2.68430], [-0.49322, -2.48371, -3.37538], [-0.91039, -3.12015, -4.52467], [-2.17900, -2.91918, -5.04587], [-2.98795, -2.01240, -4.38233], [-4.43171, -1.74181, -4.89320], [-5.09197, -0.57813, -4.47936], [-5.14032, -2.63279, -5.72083], [-2.57741, -1.38373, -3.22531], [0.86217, 1.02413, -0.63127], [1.26690, 2.23932, -0.05676], [1.63396, 2.33618, 1.24804], [1.50666, 1.23539, 2.13204], [3.14265, 2.61065, 5.90550], [3.72195, 3.86617, 4.78523], [4.23144, 2.16538, 4.59084], [0.34959, 3.51401, 3.50224], [1.75338, 4.55908, 3.32836], [1.12663, 4.17862, 4.95367], [2.25509, 0.35205, 5.32190], [1.44398, -1.84283, 4.42765], [0.82451, -2.02381, 2.10270], [-1.59834, -1.30414, -0.68431], [0.51292, -2.61085, -2.96606], [-0.23314, -3.78597, -5.06003], [-2.53894, -3.46238, -5.90395], [-6.04519, -0.51289, -4.73345], [-6.07780, -2.47201, -5.84683], [-3.19283, -0.63630, -2.74009], [0.64954, 0.95575, -1.69821], [1.30163, 3.10202, -0.71621], [2.09875, 3.21238, 1.64735]],
  "multiplicity": 1,
  "homo_energy_ev": -7.7,
  "charge": 0,
  "homo_lumo_gap_ev": 7.8,
  "smiles": "CN(C)c1cccc2c(S(=O)(=O)Nc3cccc(B(O)O)c3)cccc12"
}

{
  "formula": "C20H26CrIN5O4S2",
  "method": "the ωB97M-V functional and the def2-TZVPD basis",
  "elements": ["Cr", "N", "C", "C", "N", "C", "C", "N", "C", "C", "N", "H", "H", "H", "H", "H", "H", "H", "H", "H", "H", "H", "H", "H", "H", "H", "H", "H", "H", "O", "S", "O", "N", "C", "S", "C", "C", "C", "C", "C", "C", "H", "H", "H", "H", "I", "C", "C", "C", "C", "C", "C", "C", "O", "O", "H", "H", "H", "H"],
  "positions_angstrom": [[-0.30083, -0.01373, 0.11402], [0.32173, 1.00410, 1.89504], [0.54994, 0.03015, 2.96796], [-0.20620, -1.26908, 2.66723], [0.08507, -1.76587, 1.31131], [1.47076, -2.27918, 1.24110], [2.38448, -1.26950, 0.53708], [1.60719, -0.63190, -0.52708], [-0.89778, -2.79825, 0.90870], [-1.94980, -2.26013, -0.06942], [-1.29747, -1.47005, -1.12245], [1.11638, 1.63381, 1.78054], [-0.46066, 1.61387, 2.12956], [0.21003, 0.40378, 3.93949], [1.61698, -0.17443, 3.04197], [-1.27691, -1.07138, 2.73152], [0.04765, -2.02696, 3.42165], [1.48620, -3.21213, 0.67470], [1.84673, -2.51252, 2.24115], [3.26948, -1.79510, 0.15977], [2.72052, -0.48991, 1.22337], [1.66959, -1.18634, -1.38091], [2.03080, 0.28408, -0.74593], [-1.40660, -3.21506, 1.78377], [-0.37228, -3.62219, 0.41932], [-2.66586, -1.61512, 0.44589], [-2.49754, -3.11774, -0.47859], [-2.01557, -1.01848, -1.68809], [-0.79178, -2.09560, -1.75185], [3.64585, 6.26331, -2.97482], [3.52965, 4.86023, -3.19868], [3.37944, 4.36924, -4.53334], [2.29679, 4.20626, -2.25290], [2.75807, 3.33116, -1.45190], [1.82136, 2.44731, -0.33396], [4.21209, 3.09444, -1.46237], [4.93434, 2.19509, -0.69547], [6.30848, 2.14937, -0.86509], [6.93975, 2.99190, -1.77057], [6.20838, 3.89238, -2.54216], [4.84461, 3.92451, -2.37473], [4.42768, 1.56353, 0.02123], [6.88721, 1.45053, -0.27975], [8.01357, 2.94912, -1.87810], [6.69803, 4.54581, -3.24727], [-6.56924, 1.74525, 4.98092], [-5.21035, 1.85738, 3.37390], [-5.36564, 2.83528, 2.40398], [-4.46442, 2.91900, 1.36085], [-3.41900, 2.00646, 1.26882], [-3.27658, 1.03081, 2.25032], [-4.16156, 0.95204, 3.30675], [-2.46192, 2.11558, 0.11567], [-2.46072, 3.06296, -0.63769], [-1.66065, 1.09919, -0.01053], [-6.18845, 3.52772, 2.46169], [-4.55080, 3.68063, 0.60241], [-2.46047, 0.32754, 2.17808], [-4.04103, 0.20293, 4.07489]],
  "multiplicity": 4,
  "homo_energy_ev": [-10.6, -10.6],
  "charge": 1,
  "s2": 3.785,
  "homo_lumo_gap_ev": [5.7, 6.6]
}

{
  "formula": "C28H30N2O8SeTi",
  "method": "the ωB97M-V functional and the def2-TZVPD basis",
  "elements": ["Ti", "C", "C", "O", "C", "C", "O", "C", "C", "O", "C", "C", "O", "H", "H", "H", "H", "H", "H", "H", "H", "H", "H", "H", "H", "H", "H", "H", "H", "C", "C", "C", "C", "C", "C", "N", "N", "C", "C", "C", "C", "C", "C", "H", "H", "H", "H", "H", "H", "H", "H", "H", "Se", "O", "C", "O", "C", "C", "C", "C", "O", "C", "O", "C", "C", "H", "H", "H", "H", "H"],
  "positions_angstrom": [[0.70669, -0.35193, -0.18729], [-2.11770, 1.95564, -0.29251], [-1.69085, 2.24722, 1.11247], [-0.43557, 1.61823, 1.36612], [-0.32230, 1.04737, 2.65576], [-1.01246, -0.30316, 2.69424], [-0.80764, -0.99942, 1.46070], [-1.87225, -1.93286, 1.22802], [-1.58150, -2.70832, -0.02132], [-1.31673, -1.82922, -1.09564], [-2.45486, -1.35499, -1.81765], [-2.69658, 0.14281, -1.67574], [-2.33242, 0.56285, -0.37498], [-1.34282, 2.25658, -1.00718], [-3.03301, 2.51591, -0.51933], [-2.45192, 1.87218, 1.80316], [-1.58211, 3.32451, 1.26480], [-0.75943, 1.69934, 3.41801], [0.73869, 0.95875, 2.86506], [-2.09124, -0.18426, 2.82280], [-0.62696, -0.90519, 3.52178], [-2.79658, -1.35845, 1.13704], [-1.94941, -2.61291, 2.08302], [-2.42183, -3.37396, -0.23981], [-0.67952, -3.30807, 0.09105], [-3.33477, -1.92747, -1.51375], [-2.26409, -1.55610, -2.87213], [-3.76115, 0.34740, -1.84575], [-2.10936, 0.67775, -2.42141], [2.11645, -3.66847, 4.72408], [1.25073, -3.75915, 3.64307], [1.25483, -2.78057, 2.65963], [2.12389, -1.70298, 2.74799], [2.99035, -1.60674, 3.82610], [2.98503, -2.58860, 4.80666], [2.06585, -0.64241, 1.73714], [3.01804, 0.14415, 1.84808], [2.96911, 1.22381, 0.93828], [3.94471, 2.20243, 1.11743], [3.93505, 3.31789, 0.30187], [2.95945, 3.42612, -0.68826], [2.02234, 2.41862, -0.86946], [2.00798, 1.27633, -0.06850], [2.11967, -4.43407, 5.48940], [0.57966, -4.60432, 3.54996], [0.62645, -2.87447, 1.79401], [3.66383, -0.76355, 3.89379], [3.66875, -2.50476, 5.64172], [4.68679, 2.07112, 1.89559], [4.67813, 4.09483, 0.42646], [2.94586, 4.29454, -1.33644], [1.29938, 2.51535, -1.67168], [1.97953, -2.21252, -0.70676], [-0.48547, 0.46019, -3.91777], [0.43048, 0.14589, -3.19328], [0.31074, 0.25176, -1.86225], [1.69720, -0.39991, -3.75067], [2.94003, -0.08243, -3.23372], [4.11345, -0.57513, -3.81523], [3.96318, -1.41169, -4.88937], [4.94121, -2.01827, -5.62951], [4.25314, -2.91194, -6.51118], [2.86808, -2.56602, -6.48314], [2.72274, -1.73934, -5.39666], [1.56766, -1.24132, -4.86688], [3.01013, 0.53972, -2.35246], [5.08944, -0.32802, -3.42119], [4.38267, -3.93658, -6.15746], [4.63362, -2.78207, -7.52064], [0.59645, -1.47133, -5.28148]],
  "multiplicity": 1,
  "homo_energy_ev": -7.0,
  "charge": 0,
  "homo_lumo_gap_ev": 6.6
}

Calculated calculated total energy (eV), listed in the same order as above: -34607.904, -41657.329, -94989.571, -137343.435
Calculated maximum force (Eh/bohr), listed in the same order as above: 0.12050, 0.06809, 0.05693, 0.04042